Here is an isolated molecule of C19H25NO2S at a distorted geometry from the Open Molecules 2025 dataset. Energies are from ωB97M-V/def2-TZVPD.

HOMO level, eV: -8.44
Energy, Ha: -1342.4426
E_LUMO, eV: 0.7
Max |F|, eV/Å: 1.27
SMILES: Cc1ccc(CSCc2ccc(C(=O)NCCC(C)C)o2)cc1
Kohn-Sham gap, eV: 9.1
Energy above the lowest of the compared OMol25 structures with the same formula, charge and spin, kcal per mole: 1.76

Cartesian coordinates (Å):
H 2.129 -3.669 1.788
C 4.424 0.961 -0.420
H 0.742 -0.081 -0.113
H -1.638 1.817 -1.328
C -3.065 2.062 0.274
C 1.778 0.210 -0.210
C 0.292 -3.230 0.823
O -0.444 -2.260 0.240
C -0.496 -4.316 1.091
H -3.222 2.393 -1.838
C 3.994 -0.215 -0.999
H -4.116 1.810 0.448
H 4.694 -0.849 -1.525
H 2.691 -2.078 -2.470
H 1.510 2.009 0.909
H -1.154 1.458 1.091
H 4.917 2.891 1.477
H -3.152 3.854 1.485
S 2.717 -3.329 -0.480
H -2.426 0.243 1.273
C 2.213 1.389 0.370
C 1.734 -2.989 1.037
C -1.719 -2.718 0.141
H -2.679 -4.585 0.711
C -2.713 1.693 -1.173
O -3.945 -2.144 -0.402
H -3.076 0.216 -2.696
C -3.122 0.283 -1.601
H -1.854 3.855 0.291
C 3.540 1.783 0.273
H 1.933 -1.954 1.316
H 4.267 3.782 0.106
H -3.522 4.124 -0.217
C 2.661 -0.604 -0.908
C 2.212 -1.893 -1.510
H -2.422 1.671 2.296
H -1.285 -0.577 -1.040
H 3.256 3.499 1.527
N -2.280 -0.737 -1.028
C -2.213 1.307 1.293
C -2.888 3.568 0.470
C -2.763 -1.860 -0.447
C 4.019 3.062 0.886
H -4.144 0.057 -1.287
H -0.180 -5.233 1.544
C -1.796 -3.984 0.658
H 1.130 -1.941 -1.626
H 5.462 1.250 -0.501

---

Here is a cluster of 4 separate species, C19H25O6P in total at a distorted geometry from the Open Molecules 2025 dataset. Energies are from ωB97M-V/def2-TZVPD.

HOMO level, eV: -9.51
Energy, Ha: -1531.7627
E_LUMO, eV: -0.8
Max |F|, eV/Å: 1.98
SMILES: O=[PH2]c1ccc2c(c1)C(=O)C=CC2=O.CC(C)=O.CC(C)=O.CC(C)=O
Kohn-Sham gap, eV: 8.7
Energy above the lowest of the compared OMol25 structures with the same formula, charge and spin, kcal per mole: 0.00

Cartesian coordinates (Å):
H 2.000 1.864 1.530
H 6.217 -0.118 1.771
C 4.740 -4.703 0.813
H 4.766 -5.713 1.225
C -4.364 1.308 0.793
C 0.343 0.340 0.240
H -5.573 -0.422 0.702
C -3.066 1.890 0.309
C 5.703 0.086 0.829
H -9.130 2.833 -2.604
C -7.208 2.599 -1.685
C 0.063 -0.954 -0.161
P 2.081 0.794 0.606
O 2.713 -0.373 1.266
H 8.479 0.670 0.545
C 2.915 -3.935 2.464
C -1.244 -1.296 -0.394
H -9.132 2.957 -0.836
C 3.378 -4.090 1.035
H 2.866 -4.912 2.950
H 7.898 -0.043 -0.985
C 7.871 0.841 -0.345
H 8.280 1.686 -0.894
H 4.696 0.439 1.046
C -6.295 2.849 -2.860
O -2.985 3.070 0.032
H 3.600 -3.282 3.007
C 6.446 1.143 0.055
C -8.585 3.215 -1.740
C -1.930 0.916 0.152
C -3.703 -0.720 -0.435
H -5.040 1.870 1.425
H -1.473 -2.308 -0.709
C -2.244 -0.373 -0.231
H -5.342 2.351 -2.689
H 2.791 1.187 -0.553
H 5.634 -0.830 0.239
O -4.077 -1.587 -1.202
H -6.117 3.920 -2.973
H -0.436 2.313 0.698
H 5.507 -4.089 1.288
H 4.942 -4.754 -0.255
O 5.921 2.195 -0.236
O -6.851 1.934 -0.741
O 2.688 -3.730 0.110
H -8.505 4.302 -1.806
C -4.654 0.077 0.409
H -6.742 2.451 -3.772
H 1.924 -3.487 2.471
C -0.635 1.295 0.384
H 0.869 -1.670 -0.284

---

Here is a structure of composition C19H26Cl5N2O3PS2 at a distorted geometry from the Open Molecules 2025 dataset. Energies are from ωB97M-V/def2-TZVPD.

HOMO level, eV: -7.75
Energy, Ha: -4513.4865
E_LUMO, eV: -0.9
Max |F|, eV/Å: 2.82
Kohn-Sham gap, eV: 6.9

Cartesian coordinates (Å):
H 2.215 -1.172 1.703
Cl 1.605 -3.685 1.701
O 1.030 -2.739 -1.197
Cl -2.595 -4.048 1.051
H -3.242 1.257 1.483
C 1.099 1.722 -4.542
O -2.623 -2.992 -1.549
Cl 3.364 -3.457 -1.966
C 0.439 -2.322 2.004
H -4.229 -0.695 -0.288
O -4.822 -3.215 -0.630
H -3.118 0.610 3.097
C -3.335 -1.141 0.146
H 0.628 4.344 1.737
C -0.542 0.591 0.778
C 2.141 -2.368 -1.276
C 0.625 -0.142 0.623
H 0.048 1.459 -4.680
H 2.493 5.822 1.229
N -0.895 2.135 -2.485
H -0.917 -0.313 2.686
H 1.107 2.755 -4.209
C -1.245 0.537 2.111
H 0.778 -1.565 -3.905
S -3.455 -2.867 -0.391
P 1.850 0.598 -3.302
S -2.210 2.791 -1.824
C -0.064 -2.532 3.442
H -0.871 -3.262 3.474
Cl 1.397 2.292 0.892
H 2.578 -1.687 -3.851
H 2.037 3.762 2.630
H 1.578 1.599 -5.511
H -4.398 -0.885 1.966
H 1.031 -0.383 2.696
H 3.114 -1.106 0.126
H 1.741 -0.854 -5.173
H -0.961 1.451 2.653
C 0.906 0.611 -1.733
H 3.271 -0.553 -1.522
C 2.564 -0.980 -0.804
C -0.295 1.375 -1.586
H 0.756 -2.969 4.015
C 1.728 -1.065 -4.102
C 1.331 -0.126 -0.649
N -2.092 2.133 -0.358
H -2.866 -1.698 2.239
C -1.014 1.362 -0.319
H -0.360 -2.482 1.286
C 2.492 4.818 0.805
H -2.451 -0.763 -0.359
C -2.780 0.465 2.066
C -3.349 -0.911 1.661
C 1.622 3.908 1.636
Cl 4.187 4.269 0.770
H 2.137 4.879 -0.221
C 1.154 -0.967 1.782
H -0.321 -1.601 3.943

---

Here is a structure of composition C19H26ErFN4O9P2 at a distorted geometry from the Open Molecules 2025 dataset. Energies are from ωB97M-V/def2-TZVPD.

HOMO level (alpha / beta), eV: -13.54 / -13.54
Energy, Ha: -3433.3068
E_LUMO (alpha / beta), eV: -5.1 / -5.1
Max |F|, eV/Å: 2.62
Kohn-Sham gap (alpha / beta), eV: 8.5 / 8.5
Multiplicity: 4
⟨S²⟩: 3.752
Charge: +2

Cartesian coordinates (Å):
H 2.761 -1.169 5.490
C 1.174 -0.313 -0.369
N -3.769 4.605 4.466
O 3.297 -2.798 -4.363
O 1.100 -0.354 -1.628
C 2.664 -2.129 -0.621
H 0.905 -2.129 -7.789
C -1.409 2.167 0.607
H -4.407 2.640 4.088
C -1.521 4.046 3.671
N 1.484 -0.188 2.452
N -2.095 3.043 2.802
H 1.928 -5.333 -3.327
C 0.544 0.617 1.847
N 0.002 -4.121 -6.083
H 2.510 -2.038 -7.035
H 2.000 -3.543 -7.768
H -3.394 4.359 1.754
O 1.470 -0.671 -4.669
H -0.727 1.328 -1.229
H -3.709 5.501 3.964
H -0.150 1.514 3.664
C -0.274 1.475 2.596
H 2.224 0.846 4.130
O -0.863 -1.190 -5.720
H 0.477 -0.077 5.727
H -5.326 3.889 3.216
H 0.408 -4.986 -6.475
H -1.997 4.962 5.575
H 1.387 0.079 -5.276
O 1.998 -3.162 -0.902
H -0.434 -4.312 -5.167
H -4.385 4.738 5.278
O 2.980 -5.090 -5.651
C -0.610 1.364 -0.157
C 2.040 -1.292 4.696
C 0.374 0.572 0.445
H -0.149 -1.148 4.408
O 1.584 -4.461 -3.582
H 2.899 -1.685 2.256
H -1.437 5.014 3.149
C -4.333 3.584 3.545
P 2.472 -3.933 -4.923
F -2.330 2.927 -0.016
C 2.195 -1.069 1.720
O 0.005 -2.329 -3.539
H -2.483 3.255 5.432
C -1.266 2.250 2.009
C -3.411 3.426 2.337
C 1.081 -3.119 -5.875
H -0.520 3.747 3.977
C 1.721 -0.081 3.871
C 1.644 -2.679 -7.205
O 3.544 -1.698 -1.400
C 0.702 -0.634 4.830
P 0.228 -1.744 -4.921
Er 2.006 -2.152 -2.813
C -2.407 4.207 4.904
H -3.821 2.636 1.708
H -0.719 -3.731 -6.712
H 2.078 -2.264 4.232
C 2.062 -1.170 0.372

---

Here is a structure of composition C19H26F5N6O13P2TaTe at a distorted geometry from the Open Molecules 2025 dataset. Energies are from ωB97M-V/def2-TZVPD.

HOMO level, eV: -9.57
Energy, Ha: -3553.7878
E_LUMO, eV: -1.1
Max |F|, eV/Å: 4.45
Kohn-Sham gap, eV: 8.5
Energy above the lowest of the compared OMol25 structures with the same formula, charge and spin, kcal per mole: 77.65

Cartesian coordinates (Å):
H -2.537 -0.500 3.231
N 0.959 -2.660 2.916
C -1.135 2.257 1.286
Te -1.637 -3.654 -0.195
N 0.141 -0.173 -1.430
H -5.120 0.590 -1.033
C 1.906 -1.753 2.146
O -1.110 1.887 2.441
O 1.705 0.739 0.928
F -0.332 -4.393 -1.326
C -0.944 3.676 0.865
C -4.120 0.721 -0.629
O 4.312 0.932 -4.223
C 3.461 0.574 -1.981
H 3.217 -1.481 -3.774
O -3.108 -3.326 3.176
N -3.057 -0.420 1.207
C 3.293 -1.719 2.771
F -2.597 -4.968 0.707
F -0.368 -4.641 0.961
O 2.133 -3.999 0.786
O -0.370 -0.519 1.775
H 3.281 -1.230 3.747
F -2.620 -4.431 -1.584
O -1.409 2.045 -2.150
H -0.488 6.933 1.501
C -0.610 6.013 0.943
C -0.775 4.890 -1.201
H 3.699 -2.728 2.869
O 0.345 -2.382 0.133
O -5.064 0.660 1.542
F -3.427 -2.870 0.042
P 1.122 -0.100 1.976
N -1.295 1.464 0.132
H -0.775 4.909 -2.284
H 5.006 1.928 -2.604
C -0.950 3.714 -0.506
H -3.867 1.778 -0.691
H 3.162 1.047 -1.046
C -2.732 -2.457 2.470
C 2.518 -0.655 -3.918
N 2.276 -0.025 -2.617
H 1.020 -2.511 3.922
H 0.521 1.187 3.547
H 3.956 -1.158 2.113
O -1.581 -2.070 -1.218
H -3.489 -0.982 -1.588
C -3.180 -1.026 2.519
C -1.218 2.330 -0.990
H -0.808 4.770 2.708
H -0.449 6.994 -0.957
O -1.617 -2.628 1.624
C -4.149 0.324 0.824
C 4.051 1.557 -2.970
Ta -1.354 -0.731 0.098
N -3.107 -0.076 -1.330
H -2.767 0.402 -2.161
H 4.165 -0.230 -1.761
C -0.785 4.813 1.627
P 1.862 -2.476 0.436
H 3.426 -0.033 -5.766
H 1.586 -1.036 -4.329
H 1.174 -3.637 2.686
O 1.205 0.499 3.446
C 1.145 -0.101 -1.989
O 2.833 -1.845 -0.461
H -0.021 -2.523 2.600
C 3.136 0.401 -4.812
H 1.379 -4.560 0.497
H 2.408 1.202 -4.987
H 3.367 2.403 -3.110
C -0.595 6.049 -0.451
H -4.203 -0.979 2.874

---

Here is the ion C19H26FN2 with charge +1 from the Open Molecules 2025 dataset. Energies are from ωB97M-V/def2-TZVPD.

HOMO level, eV: -10.87
Energy, Ha: -948.7494
E_LUMO, eV: -2.4
Max |F|, eV/Å: 0.90
SMILES: CC[NH+](CC)c1ccc(CNCCc2ccccc2F)cc1
Kohn-Sham gap, eV: 8.5
Energy above the lowest of the compared OMol25 structures with the same formula, charge and spin, kcal per mole: 9.35
Charge: +1

Cartesian coordinates (Å):
C -4.861 -0.143 2.193
H -5.623 0.354 2.786
C 1.278 1.502 0.975
H -3.888 0.179 2.556
H 3.464 1.250 -2.080
H 1.695 -2.793 -0.479
H 5.466 0.110 0.800
C -1.742 -0.776 0.761
H 3.321 -3.556 1.242
H -3.045 2.048 -0.589
H 1.263 2.189 1.833
H -2.004 -1.798 0.997
H -6.033 -0.106 0.388
H 0.257 -0.979 1.478
H 3.392 3.343 -0.789
C 4.637 -0.526 0.528
C -4.327 -0.369 -1.576
C 3.738 -0.077 -0.434
H -6.319 -1.244 -1.494
H 1.934 0.660 1.242
C -0.467 -0.313 1.034
N 1.749 2.259 -0.178
C -2.669 0.073 0.179
H 1.400 1.843 -1.036
C -0.110 0.995 0.729
H -4.677 0.638 -1.806
H -4.961 -1.215 2.350
C -1.056 1.834 0.147
C -2.331 1.382 -0.130
H -3.396 -0.544 -2.119
H 5.201 -2.086 1.873
H -5.015 -2.412 -1.761
C -5.049 0.218 0.731
H -5.524 -1.339 -3.054
F 1.763 -0.528 -1.674
N -4.015 -0.439 -0.118
C 4.488 -1.762 1.131
C 2.523 -2.170 -0.175
C 3.888 1.271 -1.073
H 3.606 2.460 0.731
H -0.773 2.846 -0.095
H 4.947 1.517 -1.153
C -5.361 -1.404 -1.982
C 2.690 -0.930 -0.760
H -4.965 1.297 0.591
C 3.433 -2.588 0.780
C 3.190 2.396 -0.277
H -4.008 -1.434 0.140

---

Here is a cluster of 3 separate species, C19H26INO6PS2 in total at a distorted geometry from the Open Molecules 2025 dataset. Energies are from ωB97M-V/def2-TZVPD.

HOMO level, eV: -10.55
Energy, Ha: -2680.6064
E_LUMO, eV: -5.3
Max |F|, eV/Å: 4.53
Kohn-Sham gap, eV: 5.2
Charge: +1

Cartesian coordinates (Å):
C -0.049 -2.403 -3.192
H 0.096 -5.751 -2.724
H 2.308 7.195 3.724
H -3.449 -1.421 -2.675
C 1.993 0.021 2.127
C 1.055 4.416 1.674
O -0.023 0.876 0.699
H 1.114 3.331 1.569
O -2.610 1.823 -0.298
O -4.547 0.026 -0.907
C 2.257 -6.723 -2.685
C 0.695 -3.204 -4.353
H 1.809 -0.086 3.259
H 5.257 -5.218 -4.305
C 0.606 -1.758 -1.947
P -3.016 0.145 -0.093
C 0.379 -0.276 0.415
H -5.405 3.575 4.003
C -2.336 -1.511 -2.440
H 3.029 1.947 2.379
H -6.022 2.392 5.181
H -4.487 3.235 5.501
C 1.754 6.681 2.937
H -0.114 -3.669 -5.036
C 2.916 1.004 1.706
H 0.690 6.900 3.043
H 1.261 -2.448 -5.012
H 4.538 -7.420 -2.863
C 3.143 -4.309 -4.271
H -2.147 1.835 2.800
H 1.973 -7.663 -2.083
C -0.250 -0.951 -0.895
S -4.248 1.474 3.875
N -1.495 -2.234 -3.352
C 1.183 -5.633 -3.047
H -2.355 2.928 4.191
C 3.751 -6.625 -3.105
C 1.629 -4.395 -3.856
C -5.122 2.806 4.724
H 2.112 7.017 1.963
H 3.480 -3.417 -4.900
H -4.706 0.887 -1.372
O 1.300 -0.914 1.275
C -1.775 -0.819 -1.177
S 2.026 4.905 3.117
O 3.462 4.635 2.803
H -3.206 3.260 2.652
O -3.742 0.533 4.919
H 3.515 0.980 0.734
C -2.851 2.480 3.329
I 2.737 -1.893 -1.606
H 1.456 4.889 0.776
H -1.953 -2.640 -4.190
C 4.195 -5.383 -3.916
H 0.013 4.708 1.820
H -1.821 1.859 -0.895

---

Here is a structure of composition C19H26MnN8O2S from the Open Molecules 2025 dataset. Energies are from ωB97M-V/def2-TZVPD.

HOMO level (alpha / beta), eV: -13.05 / -13.22
Energy, Ha: -2876.8210
E_LUMO (alpha / beta), eV: -6.1 / -6.1
Max |F|, eV/Å: 0.18
Kohn-Sham gap (alpha / beta), eV: 7.0 / 7.2
Multiplicity: 4
⟨S²⟩: 3.772
Charge: +2

Cartesian coordinates (Å):
H -4.195 -1.734 0.921
C 1.808 -1.697 -1.885
H -1.184 4.439 3.457
H -3.475 1.643 4.070
H 4.082 4.092 3.518
H -3.298 -0.067 4.466
C -2.759 0.868 4.323
C -1.731 3.524 3.670
H 4.693 1.688 3.400
H -0.794 -0.819 4.247
H -2.989 4.439 1.624
C 3.402 -2.253 -3.620
H 0.511 3.152 1.382
C 2.237 3.801 2.434
H -1.143 2.906 4.342
C -2.256 3.721 1.260
N -1.328 1.069 0.938
C 2.267 -2.549 -2.917
H -1.866 -1.437 2.974
H 3.544 6.081 2.565
S -2.632 0.225 0.108
N -1.817 0.663 3.213
C -2.216 -1.501 0.402
C -1.164 -0.647 3.237
H -2.241 1.121 5.247
C 2.924 1.159 2.333
H -2.718 3.167 0.445
H 5.013 -0.847 -3.855
H 2.191 7.153 2.578
O 2.183 0.287 -0.589
N -1.104 -2.084 0.224
N -1.912 2.832 2.382
H 3.177 0.110 2.250
H -1.379 4.278 0.928
C 4.114 -1.088 -3.301
C 1.682 5.202 2.435
N -0.010 -1.379 -0.296
C 1.440 2.837 1.839
C 0.616 -2.069 -1.210
C 2.541 -0.533 -1.565
O 0.476 5.357 2.307
H 1.700 -3.444 -3.144
H -0.314 -0.683 2.559
N 1.759 1.544 1.783
H 4.256 0.649 -2.047
H -1.114 1.874 0.348
C 3.701 -0.245 -2.295
H 3.747 -2.905 -4.409
C 3.428 3.391 3.014
Mn 0.722 0.265 0.525
C 3.772 2.046 2.962
C -1.696 1.541 2.232
H -2.690 3.767 4.124
H -3.298 -3.189 0.720
N -3.301 -2.188 0.849
H 0.164 -3.019 -1.483
N 2.548 6.210 2.591